This record from the OMol25 dataset describes a 15-piece molecular cluster, C72H134F12O41 overall in a non-equilibrium geometry. The level of theory is wB97M-V/def2-TZVPD.

```
259
Properties=species:S:1:pos:R:3:forces:R:3:mulliken_charge:R:1
C -6.68802 -4.06429 -0.01957 -0.4 0.4 -0.6 -0.7020
O -6.52351 -5.03363 -1.08840 1.0 1.0 1.7 -0.3533
C -5.14607 -4.99840 -1.52357 -1.1 -0.9 -0.9 -0.6625
C -4.76013 -3.74881 -2.31566 -1.1 -1.3 0.2 -0.4049
O -5.68186 -3.61758 -3.47488 1.6 0.7 1.9 -0.3257
C -5.42239 -2.36045 -4.05619 -0.5 1.8 -0.9 -0.3895
C -6.35374 -2.16892 -5.30566 0.3 -0.2 -0.3 -0.4417
O -6.31395 -0.89065 -5.97894 0.5 -0.7 -0.3 -0.3092
C -7.07782 -0.83893 -7.22060 0.6 0.6 1.2 -0.7293
H -6.02176 -4.09825 0.84243 0.7 -0.7 -0.2 0.2981
H -7.66529 -4.10516 0.46143 -0.3 -0.4 -0.7 0.2894
H -6.55326 -3.06676 -0.43774 -0.2 0.2 0.0 0.2609
H -5.05928 -5.88487 -2.15186 0.0 0.1 -0.3 0.3198
H -4.47142 -5.20836 -0.69359 0.1 0.5 0.3 0.4217
H -3.71201 -3.87374 -2.58756 0.0 0.1 -0.6 0.3949
H -4.76523 -2.93840 -1.58674 -0.5 0.7 -0.6 0.2999
H -4.35292 -2.20217 -4.19507 0.3 -0.5 -1.0 0.3190
H -5.59074 -1.49166 -3.41983 -0.8 -0.1 0.8 0.3006
H -7.38891 -2.31226 -4.99586 0.0 -0.4 0.3 0.2881
H -6.07139 -2.96395 -5.99581 -0.2 -0.1 -0.3 0.2861
H -6.90975 -1.65695 -7.92109 0.0 -0.4 0.4 0.3078
H -6.74561 0.05328 -7.75134 0.1 0.1 0.2 0.2403
H -8.12620 -0.68181 -6.96697 -0.2 -0.4 -0.2 0.2957
C -3.05966 2.25568 -2.54902 -0.9 -1.3 0.5 -0.8398
O -2.49465 1.97940 -1.25156 -0.2 0.4 -1.1 -0.2548
C -1.09557 1.94958 -1.40051 0.6 1.2 -0.3 -0.4828
C -0.43790 1.94171 -0.05453 0.0 -1.0 -0.4 -0.7518
O -0.81101 0.77387 0.64323 -0.3 -0.3 1.6 -0.2332
C -0.19662 -0.44540 0.21597 -0.5 0.9 -1.0 -0.3680
C -0.47944 -1.67566 1.07691 0.1 0.5 0.4 -0.6968
O -1.84853 -1.97778 1.37610 0.2 1.9 1.1 -0.3454
C -2.40821 -0.91505 2.28417 -0.4 -0.4 -1.3 -0.6107
H -4.12200 2.48163 -2.45694 0.1 0.2 0.4 0.2493
H -3.04261 1.30968 -3.09022 0.2 0.0 -0.5 0.3278
H -2.59579 3.03226 -3.15718 0.4 0.1 0.4 0.3314
H -0.83897 2.89292 -1.88255 0.5 0.3 -0.1 0.4589
H -0.67478 1.18892 -2.05810 -0.5 -0.6 -0.1 0.3869
H -0.75899 2.86281 0.43187 -0.1 -0.4 0.7 0.3227
H 0.65018 1.93125 -0.11809 0.3 0.4 -0.4 0.3721
H 0.87600 -0.26246 0.15186 0.4 -0.3 0.2 0.3586
H -0.51567 -0.59474 -0.81554 -0.2 -0.5 -0.1 0.2842
H 0.13152 -1.60396 1.97674 -0.3 0.3 0.6 0.3495
H 0.01844 -2.51770 0.59608 -0.6 -0.2 -0.5 0.3785
H -2.68722 -0.00727 1.74920 0.7 -0.1 -0.5 0.1531
H -1.72919 -0.61150 3.08099 0.1 -0.5 0.0 0.3154
H -3.39466 -1.19116 2.65665 0.4 -1.0 0.3 0.2926
C 0.12863 -6.11133 7.10737 0.2 0.1 -1.2 -0.7948
O 0.86959 -6.55818 5.96798 0.5 -0.1 -0.3 -0.2994
C 0.32602 -7.52450 5.06929 -0.1 0.0 -0.1 -0.5812
C 0.30062 -8.95070 5.54770 -0.7 0.7 1.9 -0.4561
O 1.53620 -9.56466 5.42781 0.6 -1.2 -0.4 -0.2432
C 1.53653 -10.81858 6.11206 -0.2 0.0 0.0 -0.5537
C 2.82197 -11.58619 5.89804 1.1 0.4 -1.2 -0.5700
O 3.16046 -11.80508 4.53214 -0.4 -0.4 -0.6 -0.2695
C 4.51786 -12.07243 4.26848 1.0 0.8 -0.3 -0.8324
H -0.92408 -6.02797 6.83725 -0.3 -0.5 0.4 0.3587
H 0.41366 -5.07507 7.28915 0.4 -0.1 0.0 0.2375
H 0.38254 -6.70842 7.98321 -0.5 -0.1 0.1 0.2620
H 0.93697 -7.55602 4.16715 0.2 0.6 0.0 0.2445
H -0.67953 -7.24932 4.75111 -0.2 0.2 0.1 0.4220
H -0.56354 -9.50178 5.17671 0.2 -0.3 -0.9 0.4333
H 0.06432 -8.90892 6.61096 -0.2 0.1 0.6 0.2907
H 0.61876 -11.37756 5.92944 0.0 -0.2 -0.7 0.3895
H 1.47922 -10.64334 7.18636 0.1 0.2 0.4 0.3664
H 2.84528 -12.58442 6.33520 -0.3 0.3 0.8 0.3770
H 3.60075 -10.92038 6.26993 0.3 -0.2 0.6 0.3036
H 4.68231 -12.36151 3.23046 -0.6 -0.1 0.0 0.2793
H 5.11234 -12.77470 4.85287 -0.9 -0.7 0.6 0.3276
H 5.13851 -11.18476 4.39066 -0.2 0.7 0.0 0.3113
C 8.42675 4.03272 -10.44559 0.3 -1.2 0.4 -0.7622
O 7.68777 2.98931 -9.73463 -0.1 1.9 -1.1 -0.2777
C 8.48268 1.91471 -9.34759 -0.2 -0.1 -0.3 -0.6632
C 9.33255 2.15677 -8.13875 -1.4 0.4 1.1 -0.5383
O 8.42896 2.55710 -7.02672 1.6 -1.3 -1.0 -0.1035
C 9.09588 2.45895 -5.74638 -0.7 0.2 -2.2 -0.5730
C 8.18900 3.10319 -4.74882 -1.1 0.5 1.6 -0.6857
O 6.81278 2.64549 -4.81040 0.4 -0.2 -0.4 -0.2062
C 5.89155 3.56269 -4.20230 1.4 0.4 -0.7 -0.7859
H 8.90836 3.62394 -11.33387 0.0 -0.4 -0.1 0.3165
H 9.24074 4.39949 -9.82029 -0.1 0.3 0.1 0.2808
H 7.81620 4.85200 -10.82522 -0.5 -0.3 0.7 0.2784
H 9.14511 1.61360 -10.15915 0.2 -0.1 -0.3 0.4515
H 7.79200 1.08928 -9.17518 0.0 0.0 0.2 0.2555
H 10.08959 2.91659 -8.33282 0.0 0.3 0.2 0.3399
H 9.85953 1.21496 -7.98581 0.0 -0.2 0.6 0.3504
H 10.04611 2.94744 -5.96214 0.2 0.5 1.1 0.3638
H 9.34409 1.43525 -5.46617 -0.3 -0.4 -0.1 0.2921
H 8.20047 4.19308 -4.73871 0.0 0.2 -0.8 0.4237
H 8.56717 2.88381 -3.75034 0.2 -0.3 0.3 0.3805
H 4.85429 3.23664 -4.27899 0.3 -0.6 0.4 0.2377
H 5.92160 4.50549 -4.74849 0.1 0.3 -0.2 0.2885
H 6.28124 3.78630 -3.20920 -0.7 -0.1 0.4 0.3387
C -1.76437 5.53715 -8.51661 -0.3 0.0 0.3 -0.8337
O -0.42977 5.80495 -8.07546 -3.0 1.2 0.2 -0.2683
C 0.48397 4.98498 -8.67621 0.9 -0.1 0.3 -0.4901
C 1.77556 5.23518 -7.92075 0.8 -0.6 -1.0 -0.4918
O 2.56590 6.12176 -8.69215 0.3 -0.1 0.5 -0.3175
C 3.85637 6.25577 -8.12587 -0.5 1.7 -0.1 -0.2919
C 4.50775 7.45497 -8.80420 -0.4 0.2 -1.6 -0.6308
O 4.06965 8.74410 -8.40754 -0.8 -1.1 -0.6 -0.3527
C 4.78672 9.18920 -7.34806 0.3 1.2 1.8 -0.6773
H -2.00304 5.53586 -9.58016 1.1 0.1 -0.6 0.3172
H -2.47090 6.29182 -8.17110 0.4 0.0 0.7 0.2797
H -2.07433 4.54540 -8.18728 -0.1 -0.1 0.4 0.3225
H 0.55226 5.30169 -9.71695 0.5 -0.5 -0.3 0.2912
H 0.16728 3.94706 -8.57363 0.1 -0.3 -0.2 0.3783
H 2.36894 4.33071 -7.78685 -0.1 -0.5 -0.1 0.2921
H 1.58536 5.59068 -6.90806 -0.3 0.4 0.0 0.3272
H 4.46850 5.35830 -8.21506 0.0 -0.2 -0.1 0.4169
H 3.74658 6.54173 -7.07980 0.1 -0.3 0.5 0.2170
H 4.17862 7.51003 -9.84186 0.3 -0.9 -0.3 0.2717
H 5.59478 7.38448 -8.76557 0.2 0.0 0.1 0.4313
H 4.18977 9.89894 -6.77533 -0.1 0.1 0.0 0.2488
H 5.67650 9.73322 -7.66497 0.5 -0.2 0.0 0.2593
H 5.02595 8.37923 -6.65899 0.4 0.0 0.2 0.3012
C -10.83532 0.57507 2.14681 -0.4 1.3 -0.8 -0.4947
O -9.77664 1.12263 1.33480 0.2 -0.7 -0.2 -0.3013
C -10.06692 1.58934 0.01813 -0.5 2.0 1.2 -0.5928
C -10.61838 3.08304 0.08036 -0.3 -1.1 -0.2 -0.3860
O -11.81967 3.08866 0.81423 -0.7 -0.1 1.2 -0.2207
C -12.32743 4.39061 1.00701 -0.1 0.3 -0.2 -0.5359
C -13.58648 4.45154 1.81665 -1.5 -1.6 0.7 -0.6593
O -13.54798 3.80696 3.09083 1.0 0.4 -0.1 -0.3491
C -12.52267 4.30302 3.91972 -0.8 -0.1 0.9 -0.5796
H -11.35001 1.41437 2.61452 -0.1 -0.1 0.3 0.0829
H -10.45722 -0.09387 2.91990 0.3 0.0 -0.4 0.2458
H -11.58603 0.10145 1.51418 0.1 -0.4 0.0 0.3043
H -10.79992 1.01837 -0.55179 -0.2 -0.4 0.3 0.3462
H -9.12570 1.55869 -0.53076 0.0 0.1 0.0 0.3510
H -10.93595 3.41542 -0.90796 0.7 0.1 -0.6 0.3272
H -9.97007 3.82021 0.55405 0.7 -0.2 -0.2 0.2777
H -12.51823 4.84968 0.03699 -0.2 0.2 -0.3 0.3840
H -11.65618 5.08013 1.51895 0.8 -0.2 0.0 0.4087
H -14.42829 3.87769 1.42916 0.1 0.3 -1.0 0.3063
H -13.92775 5.47808 1.95023 0.3 0.3 -0.2 0.3757
H -12.63924 5.37253 4.09483 0.2 0.4 -0.4 0.3431
H -11.51539 4.05012 3.58878 0.0 0.0 0.0 0.1124
H -12.73531 3.89043 4.90596 0.4 -0.4 0.0 0.2570
C 6.28114 1.12141 2.08362 0.5 0.5 -0.1 -1.1722
C 5.92487 2.30928 3.04153 0.9 -0.4 -1.6 -0.2245
O 4.80515 1.96112 3.83240 -1.9 0.0 1.4 -0.1781
C 3.97354 2.90093 4.33250 2.9 4.7 -2.1 0.3994
O 4.13946 4.14753 4.13982 -0.9 -4.9 0.9 -0.5933
C 2.82311 2.41150 5.20306 0.3 -0.3 0.2 0.8510
F 1.65831 2.71802 4.64915 -0.2 0.0 -0.2 -0.2333
F 2.88105 1.09699 5.40938 -0.1 0.0 0.0 -0.2287
F 2.90393 3.03302 6.37966 -0.1 0.0 0.1 -0.2429
H 5.58353 0.92461 1.26956 -0.5 0.1 0.4 0.3139
H 6.56479 0.17274 2.53932 -0.6 0.1 0.6 0.3017
H 7.20559 1.32894 1.54472 0.1 0.7 0.1 0.3969
H 5.72213 3.22096 2.47954 -0.2 -0.1 -0.1 0.3336
H 6.79779 2.55070 3.64803 -0.2 -0.2 0.4 0.2747
C 9.71645 -3.33881 -2.59863 -0.6 -0.5 -0.1 -1.2029
C 8.47375 -3.17376 -1.67053 0.7 0.3 -2.0 -0.1059
O 7.72428 -4.37148 -1.82047 -2.1 -2.4 0.3 -0.2251
C 6.40723 -4.48923 -1.41445 1.6 4.9 1.9 0.3862
O 5.85689 -3.56720 -0.78114 1.0 -3.4 -2.1 -0.5444
C 5.78003 -5.83979 -1.74102 -0.6 -1.6 -0.2 0.8113
F 5.67393 -6.54519 -0.56078 0.0 0.8 -1.4 -0.2379
F 4.56735 -5.70923 -2.30333 0.4 0.3 0.9 -0.2249
F 6.47353 -6.58788 -2.61841 0.2 0.5 0.8 -0.2283
H 10.30111 -4.23121 -2.37525 0.3 0.4 0.6 0.3380
H 10.29128 -2.41544 -2.66977 0.2 -0.2 0.5 0.3766
H 9.43896 -3.54866 -3.63161 -0.6 0.2 0.0 0.3127
H 7.86501 -2.42541 -2.17799 0.0 0.6 0.9 0.2488
H 8.77123 -2.97117 -0.64167 -0.4 0.1 0.0 0.2956
C -0.69120 -10.24983 -0.25254 -1.3 1.2 -0.2 -1.3134
C 0.02418 -11.48412 0.12074 0.6 1.1 0.7 -0.0442
O -0.72563 -12.52695 -0.47287 0.3 -3.2 -0.2 -0.2020
C -0.23446 -13.83007 -0.39895 2.2 2.0 1.4 0.3094
O 0.89159 -14.10024 -0.00184 -2.7 0.4 -0.9 -0.5024
C -1.22828 -14.94262 -0.83877 1.1 0.1 -0.1 0.8683
F -2.11873 -14.50299 -1.70586 -0.2 0.0 -0.5 -0.2230
F -0.44769 -15.89213 -1.37732 -0.5 0.0 -0.4 -0.2349
F -1.87722 -15.50050 0.17243 -0.1 0.2 0.5 -0.2419
H -0.26799 -9.38061 0.25090 0.3 0.0 -0.3 0.3819
H -1.74009 -10.23314 0.04353 -0.1 -0.3 0.1 0.3432
H -0.69763 -10.15743 -1.33860 0.2 0.4 0.0 0.3218
H 0.09203 -11.53551 1.20741 -0.2 -0.7 0.1 0.2881
H 1.03780 -11.28443 -0.22683 0.2 -1.2 -0.4 0.2493
C -2.50648 8.53168 -2.53851 -0.3 -0.2 0.9 -1.1031
C -2.15440 8.66245 -1.03104 -0.4 -0.6 -1.4 -0.1846
O -0.97491 9.41935 -0.85855 1.9 2.1 0.8 -0.3053
C 0.29625 9.01752 -0.93087 -1.1 -3.2 -0.6 0.4085
O 0.59997 7.87303 -1.25675 0.1 2.4 0.7 -0.5646
C 1.33248 10.10804 -0.46012 -0.3 -1.6 -0.3 0.8317
F 1.56585 9.93625 0.86554 -0.5 0.8 -0.8 -0.2294
F 2.53658 9.80931 -1.05498 -1.7 1.4 0.3 -0.2255
F 0.79408 11.32393 -0.73733 1.7 -1.0 0.5 -0.2088
H -3.45495 7.99808 -2.59992 0.0 -0.3 0.0 0.3750
H -1.73673 7.95098 -3.04682 -0.1 0.1 0.0 0.3044
H -2.70859 9.46730 -3.05991 0.4 0.2 0.3 0.3137
H -2.05214 7.66619 -0.60078 0.2 0.0 0.0 0.3099
H -2.90143 9.21900 -0.46510 0.0 -0.1 -0.2 0.2765
C -3.98254 -0.96200 13.41816 0.0 -0.5 -0.1 -1.4107
C -3.87961 -1.65677 12.05166 0.0 2.3 1.2 0.4131
C -5.14501 -2.34343 11.59066 0.2 -0.5 1.3 -0.4103
O -5.32214 -1.88346 10.27792 -0.3 -0.6 -0.9 -0.3138
C -4.46440 -0.87914 10.03868 0.2 1.4 -5.3 0.6933
O -4.30788 -0.32714 8.93310 -1.0 -1.6 3.2 -0.6167
O -3.75255 -0.60394 11.07500 1.4 0.4 1.5 -0.3286
H -4.91843 -0.42363 13.56773 -0.3 -0.3 -0.2 0.3582
H -3.22754 -0.19218 13.57774 0.4 -0.4 -0.2 0.3481
H -3.88555 -1.75261 14.16223 0.0 0.2 0.3 0.3763
H -2.96480 -2.24766 12.00630 -0.2 -0.2 -0.1 0.2899
H -6.03182 -2.07857 12.16644 0.1 0.1 0.2 0.3069
H -4.96081 -3.40842 11.73199 -0.5 -0.2 -0.9 0.2939
C 6.06534 -2.74668 -6.65862 -0.3 0.8 0.6 -1.4051
C 5.14941 -1.65690 -6.02888 2.3 -1.0 -1.3 0.5082
C 4.51813 -0.67451 -7.00623 0.6 0.5 0.7 -0.2722
O 3.19523 -0.64260 -6.51894 -1.1 0.3 0.3 -0.3305
C 2.97898 -1.62021 -5.61100 -4.4 -1.5 -0.3 0.6382
O 1.85035 -1.89723 -5.16634 3.9 1.1 -0.9 -0.6155
O 4.07401 -2.37550 -5.49297 -0.9 0.2 1.1 -0.3142
H 5.52629 -3.24117 -7.46671 0.1 0.1 0.0 0.3943
H 6.27513 -3.48753 -5.88711 0.1 0.0 0.0 0.3108
H 7.01313 -2.34545 -7.01750 -0.1 0.1 -0.1 0.3661
H 5.65731 -1.10093 -5.24083 0.1 -0.1 0.2 0.2427
H 4.59333 -0.93143 -8.06285 -0.4 -0.3 0.0 0.2220
H 4.92850 0.32641 -6.87265 0.1 0.0 -0.1 0.2509
C -6.91672 3.04780 4.18389 1.0 0.0 0.3 -1.3264
C -5.89921 4.12423 3.70599 -2.4 -0.7 0.9 0.5167
C -5.63083 4.15906 2.23816 1.0 -0.3 -0.5 -0.3070
O -5.99466 5.47354 1.85806 0.6 -0.6 -2.5 -0.3524
C -6.54941 6.15206 2.83348 0.3 0.6 0.2 0.7230
O -6.83189 7.30699 2.74539 -0.5 -0.1 0.4 -0.5810
O -6.66437 5.34397 3.87770 0.3 0.4 1.9 -0.3939
H -6.62573 2.03811 3.89418 0.0 0.0 -0.2 0.3787
H -7.92725 3.27514 3.84440 0.2 0.0 -0.3 0.2930
H -6.93738 3.04576 5.27369 0.0 0.1 0.0 0.3763
H -4.98671 4.09976 4.30169 -0.2 0.4 0.2 0.2519
H -6.16594 3.36573 1.71625 -0.3 0.4 -0.3 0.2202
H -4.56693 4.06427 2.02083 0.0 -0.2 -0.1 0.1976
C -0.21978 7.90551 4.58355 0.8 0.3 0.0 -1.3370
C 0.30925 8.50604 5.90053 -0.5 -0.8 -0.9 0.5838
C 1.78671 8.77097 5.95778 1.0 -1.0 -0.7 -0.4173
O 1.94070 10.12674 6.36021 -1.0 0.2 0.4 -0.3299
C 0.67829 10.70239 6.47381 0.3 3.2 -0.3 0.6291
O 0.46773 11.89917 6.74347 0.8 -4.6 -0.7 -0.5599
O -0.25278 9.81001 6.07569 -0.3 0.2 1.0 -0.3549
H -1.14123 7.32902 4.66532 0.0 0.3 0.2 0.3191
H 0.53402 7.23420 4.17217 0.1 -0.2 0.1 0.3538
H -0.31183 8.71119 3.85519 -0.2 0.0 0.0 0.3484
H 0.11594 7.77599 6.68652 -0.8 0.6 0.5 0.2079
H 2.27889 8.50293 5.02290 0.0 1.1 -0.6 0.2582
H 2.28694 8.02843 6.57948 0.0 0.6 1.0 0.3022
C 5.09424 -4.26493 4.57250 -1.3 -0.8 0.5 -1.3009
C 5.19342 -4.70079 6.08147 -0.5 -1.1 -2.7 0.4775
C 5.31484 -6.22831 6.37175 -3.7 0.3 -1.6 -0.4269
O 6.27880 -6.30919 7.33673 0.9 0.7 0.1 -0.2907
C 7.06921 -5.21266 7.14105 4.3 -1.2 2.8 0.6111
O 8.18965 -5.20837 7.67607 -3.4 1.0 -2.0 -0.5970
O 6.48709 -4.30334 6.35644 2.4 0.6 1.9 -0.2790
H 4.12934 -4.49258 4.11948 -0.2 -0.1 0.2 0.3461
H 5.82481 -4.84391 4.00757 0.2 0.1 0.2 0.3539
H 5.25603 -3.20466 4.37820 0.2 0.0 0.5 0.3034
H 4.46596 -4.32621 6.80160 0.0 0.7 -0.3 0.3235
H 5.44525 -6.88702 5.51315 0.9 0.2 -0.3 0.2538
H 4.32150 -6.52974 6.70417 0.1 -0.3 0.7 0.2233
```
Forces are in eV/Å.

## Properties
HOMO energy: -0.3480 Eh
Kohn-Sham gap: 9.26 eV
electronic energy: -193377.742 eV
max |F|: 0.1154 hartree/bohr